*1*
Here is the molecule C6H11NS from the Open Molecules 2025 dataset. Energies are from ωB97M-V/def2-TZVPD.

Summary:
frontier orbital gap	8.4	eV
E_LUMO	-0.432	eV

The geometry in XYZ format:
```
19
C6H11NS | the Open Molecules 2025 dataset | ωB97M-V/def2-TZVPD
C 2.278 -1.386 0.101
C 1.299 -0.428 -0.667
C 0.577 0.766 0.060
C -0.491 0.375 1.277
C -1.603 0.971 0.342
C -2.654 0.221 -0.378
S -2.993 -1.349 -0.091
N -0.475 1.517 -0.782
H 1.921 -1.607 1.145
H 3.494 -1.230 0.057
H 2.242 -2.524 -0.479
H 0.593 -1.005 -1.141
H 1.858 -0.125 -1.544
H 1.274 1.333 0.490
H -0.792 -0.726 1.692
H -0.392 1.302 1.974
H -2.141 1.929 0.636
H -3.398 0.839 -1.029
H -0.600 1.127 -1.664
```

***

*2*
Here is a structure of composition C6H11NS from the Open Molecules 2025 dataset. Energies are from ωB97M-V/def2-TZVPD.

Summary:
frontier orbital gap	9.9	eV
E_LUMO	0.837	eV

The geometry in XYZ format:
```
19
C6H11NS | the Open Molecules 2025 dataset | ωB97M-V/def2-TZVPD
C -0.073 0.932 -0.467
C -1.458 0.256 -0.322
C -0.977 -1.103 0.288
C 0.093 -1.493 -0.632
C 0.806 -0.283 0.006
C 0.107 -0.761 1.324
H 1.000 2.431 0.228
H -0.698 2.803 0.329
H 0.202 1.246 -1.445
H -1.951 0.103 -1.358
H -2.099 0.773 0.402
H -1.798 -1.803 0.591
H -0.048 -1.560 -1.694
H 0.714 -2.361 -0.391
H 2.906 0.508 -1.189
H -0.016 0.032 2.138
H 0.532 -1.707 1.684
N 0.032 2.059 0.449
S 2.726 -0.073 0.059
```

***

Quick one: most stable of them? *2*

***

*1*
Here is the molecule C6H11NS from the Open Molecules 2025 dataset. Energies are from ωB97M-V/def2-TZVPD.

Summary:
frontier orbital gap	8.4	eV
E_LUMO	-0.367	eV

The geometry in XYZ format:
```
19
C6H11NS | the Open Molecules 2025 dataset | ωB97M-V/def2-TZVPD
C 1.983 -1.471 0.092
C 1.031 -0.587 -0.680
C 0.677 0.651 0.125
C -0.444 0.350 1.182
C -1.401 1.120 0.275
C -2.346 0.272 -0.502
S -3.078 -1.101 0.018
N -0.243 1.622 -0.479
H 1.462 -1.871 0.953
H 2.852 -0.901 0.467
H 2.286 -2.264 -0.589
H 0.107 -1.117 -0.902
H 1.450 -0.291 -1.644
H 1.599 1.100 0.534
H -0.721 -0.686 1.313
H -0.287 0.924 2.088
H -1.965 1.943 0.710
H -2.677 0.681 -1.469
H -0.284 1.626 -1.494
```

***

*2*
Here is the molecule C6H11NS from the Open Molecules 2025 dataset. Energies are from ωB97M-V/def2-TZVPD.

Summary:
frontier orbital gap	9.8	eV
E_LUMO	0.985	eV

The geometry in XYZ format:
```
19
C6H11NS | the Open Molecules 2025 dataset | ωB97M-V/def2-TZVPD
C 0.139 1.955 -0.735
C -0.021 1.062 0.514
C -1.198 0.036 0.524
N -1.170 -1.179 -0.323
C 0.096 -1.942 -0.272
C 1.091 -0.822 -0.438
S 2.724 -0.279 0.068
C 1.109 0.066 0.748
H -0.266 2.956 -0.534
H -0.311 1.558 -1.633
H 1.207 2.125 -0.902
H -0.173 1.708 1.381
H -2.098 0.591 0.234
H -1.360 -0.208 1.565
H -1.941 -1.782 -0.063
H 0.170 -2.635 -1.112
H 0.216 -2.551 0.641
H 0.802 -0.234 -1.334
H 0.982 -0.425 1.670
```

***

*3*
Here is the molecule C6H11NS from the Open Molecules 2025 dataset. Energies are from ωB97M-V/def2-TZVPD.

Summary:
frontier orbital gap	9.4	eV
E_LUMO	0.920	eV

The geometry in XYZ format:
```
19
C6H11NS | the Open Molecules 2025 dataset | ωB97M-V/def2-TZVPD
C -2.391 -0.401 -1.141
C -1.996 -0.116 0.086
C -0.588 -0.151 0.440
N -0.122 -1.393 1.088
C -0.087 1.096 1.205
C 0.280 1.746 -0.131
C 0.439 0.329 -0.747
S 2.065 -0.447 -0.525
H -1.826 -1.015 -2.010
H -3.483 -0.206 -1.357
H -2.685 0.202 0.804
H -0.602 -2.207 0.849
H -0.050 -1.457 2.165
H -0.815 1.725 1.727
H 0.694 0.876 1.883
H -0.499 2.268 -0.577
H 1.159 2.271 -0.139
H 0.031 0.173 -1.714
H 1.944 -0.749 0.878
```

***

Quick one: most stable of them? *1*

***

*1*
Here is a cluster of 2 separate species, C4H3O2 in total from the Open Molecules 2025 dataset. Energies are from ωB97M-V/def2-TZVPD.

Summary:
frontier orbital gap	7.5	eV
charge	+1
E_LUMO	-6.905	eV

The geometry in XYZ format:
```
9
C4H3O2 | the Open Molecules 2025 dataset | ωB97M-V/def2-TZVPD
C 1.618 1.510 -0.513
C 0.451 1.639 -0.788
C -0.531 -1.866 0.945
C -0.851 1.584 -0.922
O -1.992 1.517 -1.021
O -0.115 -0.859 0.387
H 2.623 1.139 -0.288
H -1.514 -2.093 0.943
H 0.310 -2.571 1.257
```

***

*2*
Here is the ion C4H3O2 with charge +1 from the Open Molecules 2025 dataset. Energies are from ωB97M-V/def2-TZVPD.

Summary:
frontier orbital gap	8.0	eV
charge	+1
E_LUMO	-7.412	eV

The geometry in XYZ format:
```
9
C4H3O2 | the Open Molecules 2025 dataset | ωB97M-V/def2-TZVPD
C -0.558 -0.315 0.258
C 0.787 -0.553 0.299
C -1.436 0.736 -0.305
C 1.924 0.152 0.044
O 2.919 0.625 -0.172
O -2.337 1.357 0.143
H -1.176 -1.178 0.515
H 1.090 -1.554 0.626
H -1.213 0.729 -1.408
```

***

Quick one: most stable of them? *2*

***

*1*
Here is the molecule C11H19N from the Open Molecules 2025 dataset. Energies are from ωB97M-V/def2-TZVPD.

Summary:
frontier orbital gap	9.1	eV
E_LUMO	0.896	eV

The geometry in XYZ format:
```
31
C11H19N | the Open Molecules 2025 dataset | ωB97M-V/def2-TZVPD
C -1.735 -2.687 0.851
N -1.704 -1.618 -0.141
C -0.679 -0.565 -0.069
C -0.914 0.312 1.179
C 0.147 1.430 1.149
C 1.539 0.810 1.094
C 1.737 -0.129 -0.106
C 1.540 0.764 -1.357
C 0.194 1.410 -1.392
C 0.011 2.267 -0.143
C -0.857 0.322 -1.358
C 0.727 -1.231 -0.077
H -2.514 -3.381 0.555
H -1.986 -2.292 1.837
H -0.775 -3.215 0.874
H -1.713 -1.985 -1.080
H -1.930 0.706 1.177
H -0.818 -0.295 2.089
H 0.129 2.064 2.046
H 2.270 1.601 1.025
H 1.695 0.210 2.006
H 2.715 -0.603 -0.116
H 2.308 1.554 -1.339
H 1.668 0.164 -2.253
H 0.098 1.963 -2.323
H -0.972 2.760 -0.204
H 0.735 3.031 -0.184
H -0.746 -0.294 -2.239
H -1.867 0.749 -1.401
H 0.852 -1.926 -0.919
H 0.847 -1.896 0.821
```

***

*2*
Here is a cluster of 2 separate species, C11H19N in total from the Open Molecules 2025 dataset. Energies are from ωB97M-V/def2-TZVPD.

Summary:
frontier orbital gap (alpha / beta)	8.2 / 7.9	eV
E_LUMO (alpha / beta)	0.071 / -0.226	eV

The geometry in XYZ format:
```
31
C11H19N | the Open Molecules 2025 dataset | ωB97M-V/def2-TZVPD
C -2.596 0.774 0.183
C -0.431 -1.560 1.553
C -0.331 -0.902 0.416
C 2.183 0.533 0.094
C -1.338 1.271 2.315
C -0.735 2.400 0.027
C 1.329 -2.287 -0.772
C -0.475 -0.995 -2.119
C 1.454 0.132 -1.187
C -1.446 1.274 0.760
C 0.370 -1.035 -0.874
N -3.454 0.283 -0.418
H 0.191 -2.330 1.805
H -1.144 -1.291 2.289
H 2.250 1.553 0.184
H 3.199 0.049 0.294
H 1.442 0.192 1.017
H -1.762 2.237 2.696
H -0.295 1.311 2.503
H -1.818 0.472 2.696
H -1.262 3.343 0.331
H 0.306 2.477 0.159
H -0.813 2.374 -0.991
H 1.787 -2.298 0.173
H 0.586 -3.189 -0.665
H 1.938 -2.397 -1.696
H -0.865 -0.054 -2.373
H 0.121 -1.368 -3.014
H -1.306 -1.658 -1.967
H 0.911 0.986 -1.456
H 2.004 -0.299 -1.965
```

***

Quick one: most stable of them? *1*